C3H4F4S | ωB97M-V/def2-TZVPD

Properties
Energy relative to the best compared isomer or geometry (same formula, charge and spin) (kcal per mole): 29.2
Lowest unoccupied orbital energy (spin up / spin down) (eV): -0.344 / -0.088
Max |F| (eV/A): 3.533
Total charge: 0
Energy (eV): -24876.9944

Bonds (Å) are listed after each position.
Positions of all 12 atoms, in Å:
1 S -1.7788 -1.3228 0.5108  C6 1.652, H12 1.413
2 F -0.7743 2.3387 1.5862  C7 1.366
3 F 1.2360 -2.1575 -0.7973  C8 1.388
4 F 1.0632 2.0825 0.2694  C7 1.395
5 F 0.1608 -0.5603 -1.7171  C8 1.371
6 C -0.1886 -0.8829 0.5927  S1 1.652, C8 1.490, H10 1.016
7 C -0.2845 1.7697 0.4445  F2 1.366, F4 1.395, H9 1.035
8 C 0.7834 -0.8718 -0.5360  F3 1.388, F5 1.371, C6 1.490, H11 1.099
9 H -0.7215 2.0298 -0.4573  C7 1.035
10 H 0.2608 -0.7533 1.4948  C6 1.016
11 H 1.7229 -0.3017 -0.5210  C8 1.099
12 H -1.4793 -1.3702 -0.8697  S1 1.413